Entry from the Open Molecules 2025 dataset: 2 unconnected molecules or ions with the total composition C5H11NO (ωB97M-V/def2-TZVPD).

Last column: Mulliken charge in e.
CARTESIAN COORDINATES (ANGSTROEM)
C (-1.35883, 0.85993, -1.34245)  -0.84
N (-0.44791, 0.02706, -0.58160)  -0.26
C (0.48308, -0.86801, -1.04924)  1.15
C (0.61130, -1.19497, -2.35447)  -1.16
C (1.89501, -0.64927, 0.96053)  -0.68
C (1.50286, -1.34470, -0.09688)  -0.52
H (-1.13335, 1.91429, -1.16495)  0.27
H (-2.39043, 0.65098, -1.11669)  0.31
H (-1.27971, 0.57307, -2.38885)  0.23
H (-0.71824, -0.05090, 0.39092)  0.27
H (-0.21884, -0.96065, -3.01601)  0.20
H (1.40440, -1.82906, -2.71978)  0.27
H (1.27697, 0.15420, 1.34282)  0.24
H (2.80104, -0.85319, 1.51634)  0.26
H (2.21683, -2.02915, -0.54120)  0.25
H (-1.13226, 2.06784, 4.08147)  0.32
H (-2.58344, 2.01306, 3.81172)  0.32
O (-1.75982, 2.23575, 3.35586)  -0.64

SMILES: C=CC(=C)NC.O
Spin multiplicity: 1
Gap between HOMO and LUMO: 0.30484 Eh
LUMO: 0.7 eV

Entry from the Open Molecules 2025 dataset: a single C5H11NO molecule (ωB97M-V/def2-TZVPD).

Last column: Mulliken charge in e.
CARTESIAN COORDINATES (ANGSTROEM)
C (1.68016, -1.07161, 0.88566)  -0.94
C (0.44574, -0.44202, 1.51415)  -0.68
N (-0.31776, 0.37826, 0.54252)  0.16
C (-0.37433, 1.68844, 0.77965)  -0.56
C (-0.84568, -0.29189, -0.48504)  -0.25
C (-1.31994, 0.37355, -1.72631)  -0.45
O (-0.88926, -0.34273, -2.87733)  -0.54
H (2.24245, -1.62359, 1.64541)  0.36
H (2.33178, -0.29931, 0.46468)  0.28
H (1.41016, -1.76621, 0.08665)  0.32
H (-0.23779, -1.20566, 1.89631)  0.32
H (0.71491, 0.20875, 2.34768)  0.33
H (-1.02759, 2.31151, 0.18806)  0.28
H (0.26348, 2.10538, 1.54431)  0.15
H (-0.85380, -1.37300, -0.41800)  0.42
H (-2.41243, 0.42429, -1.82216)  0.24
H (-0.94999, 1.41520, -1.74177)  0.24
H (0.06176, -0.47349, -2.76438)  0.32

Spin multiplicity: 1
Gap between HOMO and LUMO: 0.28293 Eh
LUMO: 0.9 eV

Entry from the Open Molecules 2025 dataset: 4 unconnected molecules or ions with the total composition C5H11NO (ωB97M-V/def2-TZVPD).

Last column: Mulliken charge in e.
CARTESIAN COORDINATES (ANGSTROEM)
C (1.19829, 0.52224, 1.55627)  -0.70
C (0.73682, -0.72109, 1.18496)  -0.59
C (-0.64447, -0.51582, -0.55781)  -0.04
C (-1.97435, -0.51469, 0.14333)  -1.19
N (-0.30399, 0.56959, -1.22530)  -0.44
C (0.68733, 0.41859, -2.20430)  0.17
O (0.92668, -0.60268, -2.80861)  -0.50
H (2.23408, 0.80128, 1.37824)  0.33
H (0.78657, 1.61269, 0.42947)  -0.27
H (0.69444, 1.08977, 2.33499)  0.32
H (1.41689, -1.40579, 0.68597)  0.30
H (-0.07459, -1.17644, 1.74313)  0.34
H (-0.22261, -1.46377, -0.89017)  0.47
H (-2.11517, -1.40346, 0.76386)  0.35
H (-2.08301, 0.37996, 0.76522)  0.27
H (-2.77157, -0.48795, -0.60874)  0.36
H (0.29287, 1.53369, -0.27100)  0.46
H (1.21580, 1.36389, -2.41951)  0.37

Spin multiplicity: 1
Gap between HOMO and LUMO: 0.34706 Eh
LUMO: 0.4 eV

Entry from the Open Molecules 2025 dataset: a single C5H11NO molecule (ωB97M-V/def2-TZVPD).

Last column: Mulliken charge in e.
CARTESIAN COORDINATES (ANGSTROEM)
C (0.73866, -0.09067, 0.50538)  0.23
C (0.17620, -0.24859, -0.87416)  -0.79
C (-2.43413, -0.23177, 0.07353)  -1.11
C (2.32954, -0.49490, 0.24032)  -1.34
C (-1.42702, 0.15470, -0.98013)  0.59
N (0.64000, 1.22688, 1.05050)  -0.60
O (-1.80019, 0.78244, -1.97167)  -0.57
H (0.35756, -0.83188, 1.21118)  0.34
H (0.64031, 1.95359, 0.33357)  0.27
H (-0.17537, 1.36372, 1.63890)  0.23
H (0.63881, 0.44353, -1.58290)  0.35
H (0.27300, -1.27117, -1.24385)  0.40
H (-2.16643, -1.20197, 0.49700)  0.32
H (-3.42858, -0.30743, -0.37879)  0.36
H (-2.49108, 0.52524, 0.85903)  0.24
H (2.94796, 0.02702, 0.97656)  0.40
H (2.45293, -1.57164, 0.38809)  0.32
H (2.72785, -0.22709, -0.74256)  0.34

SMILES: CC(=O)C[C@@H](C)N
Spin multiplicity: 1
Gap between HOMO and LUMO: 0.36597 Eh
LUMO: 0.9 eV

Entry from the Open Molecules 2025 dataset: 2 unconnected molecules or ions with the total composition C5H11NO (ωB97M-V/def2-TZVPD).

Last column: Mulliken charge in e.
CARTESIAN COORDINATES (ANGSTROEM)
N (-0.48219, -0.85231, -1.59528)  -0.43
C (0.43252, 0.18247, -1.56350)  0.65
C (0.96462, 0.56620, -2.74894)  -0.88
C (0.96270, 0.79556, 2.17734)  -1.14
C (0.35271, 0.31595, 0.90916)  0.45
C (0.64003, 0.85187, -0.28305)  -0.67
H (-1.15239, -0.99686, -0.86172)  0.16
H (-0.29999, -1.72906, -2.04734)  0.19
H (0.65617, -0.00001, -3.62634)  0.29
H (1.99852, 0.82021, -2.96428)  0.24
H (1.85755, 1.37301, 1.95576)  0.34
H (1.26824, -0.08968, 2.71953)  0.31
H (0.36733, 1.37016, 2.89279)  0.30
H (-0.57418, -0.24813, 0.88385)  -0.11
H (1.31365, 1.70587, -0.36123)  0.33
H (-2.43005, -1.05276, 2.15957)  0.30
H (-3.40300, -1.53301, 1.05647)  0.32
O (-2.47226, -1.47946, 1.29720)  -0.65

SMILES: C=C(N)/C=C/C.O
Spin multiplicity: 1
Gap between HOMO and LUMO: 0.30481 Eh
LUMO: 0.6 eV

Entry from the Open Molecules 2025 dataset: 2 unconnected molecules or ions with the total composition C5H11NO (ωB97M-V/def2-TZVPD).

Last column: Mulliken charge in e.
CARTESIAN COORDINATES (ANGSTROEM)
C (-0.84166, -0.43266, -0.33130)  -0.31
C (2.14432, -0.63952, 0.04136)  -1.12
C (1.07697, 1.70846, -0.13440)  -0.95
C (-3.13332, -0.47627, -0.25358)  -0.87
C (1.04562, 0.36951, 0.53114)  -0.05
N (-1.84535, 0.13574, 0.20703)  0.52
O (-1.84964, 1.01790, 1.03614)  -0.69
H (-0.81436, -1.33347, -0.95649)  0.25
H (3.17930, -0.27838, 0.20828)  0.35
H (2.00480, -0.64315, -1.11556)  0.25
H (2.12479, -1.66409, 0.44269)  0.30
H (0.99332, 1.56209, -1.19805)  0.32
H (0.15110, 2.41823, 0.09480)  0.24
H (2.03810, 2.27700, 0.03714)  0.33
H (-3.94326, -0.11198, 0.46214)  0.28
H (-3.02901, -1.56267, -0.28397)  0.34
H (-3.44609, 0.00263, -1.25690)  0.28
H (0.65145, 0.25290, 1.45987)  0.53

Spin multiplicity: 1
Gap between HOMO and LUMO: 0.34598 Eh
LUMO: 1.0 eV

Entry from the Open Molecules 2025 dataset: 2 unconnected molecules or ions with the total composition C5H11NO (ωB97M-V/def2-TZVPD).

Last column: Mulliken charge in e.
CARTESIAN COORDINATES (ANGSTROEM)
C (-0.43254, 0.08032, -1.96908)  -1.08
N (-0.75831, 1.72399, 0.59036)  -0.59
C (0.34350, 0.90662, 0.34926)  0.76
C (0.53791, 0.28582, -0.82504)  -0.28
C (1.33622, 1.49833, 2.51329)  -0.70
C (1.38592, 0.79936, 1.38275)  -0.39
H (0.10848, 0.24739, -2.89762)  0.33
H (-0.96818, -0.85186, -1.86880)  0.22
H (-1.09995, 0.93112, -1.85726)  0.33
H (-1.08586, 1.81837, 1.54106)  0.21
H (-1.59212, 1.42792, 0.09537)  0.24
H (1.54705, -0.01475, -1.04162)  0.28
H (0.40170, 1.84909, 2.93190)  0.14
H (2.22894, 1.65941, 3.10703)  0.25
H (2.20000, 0.14029, 1.13171)  0.30
H (-0.79007, -4.70006, -1.20433)  0.32
H (-1.91679, -3.77180, -0.58663)  0.32
O (-1.44590, -4.02956, -1.39234)  -0.64

SMILES: C=C/C(N)=C/C.O
Spin multiplicity: 1
Gap between HOMO and LUMO: 0.31651 Eh
LUMO: 0.8 eV

Entry from the Open Molecules 2025 dataset: 2 unconnected molecules or ions with the total composition C5H11NO (ωB97M-V/def2-TZVPD).

Last column: Löwdin spin population.
CARTESIAN COORDINATES (ANGSTROEM)
C (0.85648, -3.79259, -0.08728)  0.07
C (1.04124, -2.50057, 0.59521)  0.37
C (0.92785, -1.26052, -0.04339)  0.34
C (1.20354, 0.00562, 0.65117)  0.08
H (0.48744, -3.68816, -1.10508)  0.00
H (1.80321, -4.34308, -0.12116)  0.03
H (0.15031, -4.40016, 0.48886)  0.02
H (1.32917, -2.56298, 1.64089)  0.01
H (0.62861, -1.27179, -1.08501)  0.01
H (1.89393, -0.13510, 1.47995)  0.01
H (1.56961, 0.75953, -0.04165)  0.01
H (0.22810, 0.36515, 1.02330)  0.04
C (-1.49647, 2.72119, -0.07139)  0.00
N (-2.02743, 2.19408, -1.19177)  0.00
O (-0.34636, 2.64235, 0.29085)  0.00
H (-2.23687, 3.30358, 0.49524)  0.00
H (-1.49556, 1.56499, -1.76004)  0.00
H (-3.01305, 2.26979, -1.35426)  0.00

<S²>: 0.75
Spin multiplicity: 2
Gap between HOMO and LUMO (spin up / spin down): 0.31842 / 0.17970 Eh
LUMO (spin up / spin down): -4.5 / -8.3 eV
Charge: +1

Entry from the Open Molecules 2025 dataset: a single C5H11NO2 molecule (ωB97M-V/def2-TZVPD).

Last column: Mulliken charge in e.
CARTESIAN COORDINATES (ANGSTROEM)
C (-1.16976, 0.45181, -0.34354)  0.07
C (1.16430, 0.69788, -0.08336)  -0.77
C (-1.22196, -0.66094, 0.55662)  -0.72
C (-1.26006, 0.20808, -1.78770)  -1.14
C (0.37494, -0.96747, 0.36555)  0.74
N (0.89175, -1.17577, 1.70242)  -0.69
O (1.02911, 1.66481, 0.96043)  -0.55
O (0.68485, -1.75146, -0.56050)  -0.74
H (1.86033, 2.13579, 1.08337)  0.31
H (-1.13829, 1.46004, 0.04964)  0.39
H (1.87682, -1.40864, 1.60896)  0.31
H (0.81297, -0.32905, 2.25795)  0.27
H (2.14787, 0.22205, -0.08688)  0.49
H (1.00952, 1.13631, -1.07278)  0.35
H (-1.45924, -0.41644, 1.58701)  0.25
H (-1.73777, -1.55019, 0.20416)  0.36
H (-1.06333, 1.08696, -2.39857)  0.34
H (-0.55075, -0.60816, -2.01846)  0.34
H (-2.25130, -0.19559, -2.02431)  0.38

Spin multiplicity: 1
Gap between HOMO and LUMO: 0.26955 Eh
LUMO: -0.5 eV

Entry from the Open Molecules 2025 dataset: 2 unconnected molecules or ions with the total composition C5H11NO2 (ωB97M-V/def2-TZVPD).

Last column: Mulliken charge in e.
CARTESIAN COORDINATES (ANGSTROEM)
C (-0.85604, 2.36485, -0.80901)  -0.69
O (-0.54875, 1.38796, 0.17211)  -0.38
H (0.97141, 0.37729, -0.62835)  0.15
H (-1.83070, 2.81983, -0.61880)  0.28
H (-0.87963, 1.90189, -1.79947)  0.32
H (-0.06441, 3.11265, -0.77599)  0.24
C (1.85705, -0.90448, 0.96442)  -1.17
C (-1.34527, 0.13278, 0.09017)  0.67
C (1.17448, -0.72261, -0.35352)  0.28
N (-1.45515, -0.41519, 1.32933)  -0.38
C (0.75268, -1.69031, -1.15116)  -0.71
O (-2.05806, -0.09379, -0.84601)  -0.56
H (-2.10648, -1.17555, 1.42805)  0.23
H (-0.82772, -0.09076, 2.04445)  0.21
H (1.39035, -1.70064, 1.54344)  0.31
H (1.78009, 0.01626, 1.54589)  0.29
H (2.91859, -1.11552, 0.82759)  0.35
H (0.82474, -2.72839, -0.85433)  0.27
H (0.30280, -1.47626, -2.10880)  0.29

SMILES: COC(N)=O.C=CC
Spin multiplicity: 1
Gap between HOMO and LUMO: 0.37947 Eh
LUMO: 0.9 eV

Listing relative energy (zero: lowest compared OMol25 entry of this formula, charge and spin) for the structures above in their given order: 236.86, 307.91, 453.08, 129.29, 257.00, 609.50, 222.37, 131.58, 475.79, 173.24 kJ/mol.